No. 1
Formula: C2H16O6
Source: OMol25
Level of theory: the ωB97M-V functional and the def2-TZVPD basis

Structure (XYZ):
```
24
Properties=species:S:1:pos:R:3
C 4.02 -0.87 0.46
C 3.04 -1.24 1.33
H 4.90 -0.25 0.71
H 3.84 -1.01 -0.61
H 2.21 -1.87 1.06
H 3.23 -1.05 2.40
H -1.44 0.68 -0.59
H -2.27 -0.50 -1.14
O -1.60 0.12 -1.47
H -1.79 0.22 3.28
H -1.66 1.08 1.99
O -1.98 0.24 2.34
H 1.38 0.80 -1.36
H 1.44 0.33 0.08
O 1.33 1.16 -0.40
H -2.84 -1.01 1.02
H -3.70 -2.20 0.62
O -3.34 -1.38 0.28
H -0.02 -0.34 -2.35
H 1.24 -0.99 -2.96
O 0.95 -0.21 -2.46
H -0.06 1.76 0.11
H -1.33 2.39 -0.58
O -1.05 1.91 0.20
```

- Spin multiplicity: 2
- ΔE to the lowest compared entry with this formula, charge and spin: 87.62 kJ/mol
- <S²>: 0.755
- Net charge: +1
- Orbital gap (spin up / spin down): 7.82 / 3.03 eV
- Max |F|: 0.053 hartree/bohr
- LUMO energy (spin up / spin down): -0.212 / -0.381 hartree
- HOMO (spin up / spin down): -13.59 / -13.41 eV

Atom charges from the Löwdin analysis, given in e for atoms 1 to 4:
1 C 0.20
2 C 0.18
3 H 0.12
4 H 0.11

No. 2
Formula: C6H13NO
Source: OMol25
Level of theory: the ωB97M-V functional and the def2-TZVPD basis

Structure (XYZ):
```
21
Properties=species:S:1:pos:R:3
C -0.03 3.17 0.37
N -0.44 2.27 -0.40
C -0.92 1.02 0.13
C -0.34 -0.11 -0.23
C -0.89 -1.45 0.15
C -2.34 -1.49 0.61
C -2.77 -2.97 0.78
H 0.02 3.09 1.46
H 0.32 4.13 0.01
H -1.74 1.20 0.81
H 0.56 -0.05 -0.83
H -0.28 -2.02 0.85
H -0.90 -2.08 -0.75
H -3.02 -1.01 -0.10
H -2.56 -0.99 1.56
H -3.59 -3.04 1.50
H -3.22 -3.42 -0.11
H -1.92 -3.61 0.99
O 6.42 0.24 -1.44
H 6.05 0.12 -0.57
H 5.66 0.54 -1.99
```

- ΔE to the lowest compared entry with this formula, charge and spin: 241.31 kJ/mol
- Orbital gap: 9.52 eV
- Max |F|: 0.032 hartree/bohr
- LUMO energy: 0.025 hartree
- HOMO: -8.85 eV

Atom charges from the Löwdin analysis, given in e for atoms 1 to 4:
1 C -0.07
2 N -0.02
3 C -0.17
4 C -0.10

No. 3
Formula: C7H8FN3
Source: OMol25
Level of theory: the ωB97M-V functional and the def2-TZVPD basis

Structure (XYZ):
```
19
Properties=species:S:1:pos:R:3
C -0.01 -0.62 2.27
C -0.47 -0.02 -0.16
C -1.44 0.51 -0.95
C -1.20 0.86 -2.35
C 0.03 0.53 -2.85
C 1.16 0.23 -1.99
C 0.82 -0.20 -0.75
H 1.74 -0.04 2.83
H 0.78 0.91 1.76
H 0.61 -1.50 3.95
H -1.57 -1.05 1.20
H -2.46 0.46 -0.35
H -1.85 1.00 -3.04
H 2.20 0.31 -2.37
H 1.67 -0.24 0.11
N 0.60 0.60 2.71
N 0.02 -1.67 3.06
N -0.76 -0.34 1.21
F 0.12 0.25 -4.31
```

- ΔE to the lowest compared entry with this formula, charge and spin: 429.97 kJ/mol
- Orbital gap: 9.57 eV
- Max |F|: 0.140 hartree/bohr
- LUMO energy: 0.015 hartree
- HOMO: -9.17 eV

Atom charges from the Löwdin analysis, given in e for atoms 1 to 4:
1 C -0.66
2 C -0.28
3 C 0.00
4 C 0.02

No. 4
Formula: C2H21Cd2O10
Source: OMol25
Level of theory: the ωB97M-V functional and the def2-TZVPD basis

Structure (XYZ):
```
35
Properties=species:S:1:pos:R:3
Cd -1.54 6.70 -4.95
Cd -0.53 2.89 -4.71
C 0.38 1.63 -1.15
C 0.70 3.09 -1.54
O 0.31 3.55 -2.83
H 0.61 1.48 -0.09
H 0.99 0.99 -1.78
H -0.65 1.32 -1.33
H 1.74 3.30 -1.29
H 0.17 3.66 -0.78
O -0.97 4.81 -5.22
H -0.65 4.80 -6.14
O -2.35 2.40 -4.19
H -2.91 2.19 -4.96
O -0.84 2.24 -6.75
H -1.36 1.56 -7.19
H -0.83 2.97 -7.37
O 0.31 7.55 -5.58
H 1.00 7.13 -6.10
H 0.28 8.45 -5.91
O -3.48 4.00 -6.93
H -3.13 3.87 -6.05
H -3.28 4.91 -7.13
O 0.79 4.83 -8.40
H 0.26 5.43 -8.92
H 1.28 5.39 -7.80
O -0.50 6.33 -3.09
H 0.17 6.76 -2.56
H -0.21 5.42 -3.15
O 1.55 3.02 -5.34
H 2.20 3.64 -5.03
H 1.91 2.67 -6.15
O -3.20 5.96 -3.81
H -3.22 5.31 -3.10
H -4.06 6.38 -3.78
```

- Net charge: +1
- Orbital gap: 4.72 eV
- Max |F|: 0.081 hartree/bohr
- LUMO energy: -0.201 hartree
- HOMO: -10.20 eV

Atom charges from the Löwdin analysis, given in e for atoms 1 to 4:
1 Cd 1.41
2 Cd 1.29
3 C -0.11
4 C -0.42

No. 5
Formula: C8H18O3
Source: OMol25
Level of theory: the ωB97M-V functional and the def2-TZVPD basis

Structure (XYZ):
```
29
Properties=species:S:1:pos:R:3
C -3.13 -1.52 0.81
C -1.85 -1.73 0.50
C -1.09 -0.75 -0.28
C 0.25 -0.58 -0.29
C 1.17 -1.41 0.54
C 0.88 0.51 -1.08
C 0.52 1.77 -0.83
C 2.09 0.19 -1.91
H -3.66 -0.62 0.54
H -3.73 -2.26 1.34
H -1.37 -2.65 0.80
H -1.65 -0.03 -0.86
H 2.04 -1.86 0.06
H 0.58 -2.15 1.08
H 1.57 -0.75 1.31
H -0.29 2.05 -0.15
H 1.03 2.63 -1.25
H 2.02 -0.80 -2.38
H 2.15 0.92 -2.72
H 3.01 0.17 -1.31
O 2.29 1.07 2.48
H 2.43 1.98 2.76
H 1.36 0.92 2.73
O -1.07 1.47 -3.81
H -1.71 0.78 -4.02
H -1.34 1.90 -2.99
O -0.49 0.37 3.13
H -1.38 0.67 3.36
H -0.63 -0.27 2.42
```

- ΔE to the lowest compared entry with this formula, charge and spin: 0.00 kJ/mol
- Orbital gap: 9.10 eV
- Max |F|: 0.019 hartree/bohr
- LUMO energy: 0.022 hartree
- HOMO: -8.50 eV

Atom charges from the Löwdin analysis, given in e for atoms 1 to 4:
1 C 0.00
2 C -0.19
3 C -0.09
4 C -0.26

No. 6
Formula: C31H48ClO19
Source: OMol25
Level of theory: the ωB97M-V functional and the def2-TZVPD basis

Structure (XYZ):
```
99
Properties=species:S:1:pos:R:3
Cl 3.55 -10.83 6.79
O 3.84 -12.14 6.26
O 4.06 -10.74 8.15
O 4.16 -9.81 5.97
O 2.11 -10.67 6.91
O 4.25 -6.05 7.28
C 3.07 -5.99 7.14
O 2.42 -4.79 7.08
C 1.01 -5.01 7.06
C 0.88 -6.42 6.50
C 2.05 -7.12 7.16
H 0.47 -4.29 6.44
H 0.59 -4.85 8.05
H 0.98 -6.43 5.42
H -0.11 -6.81 6.75
H 2.34 -8.00 6.60
H 1.99 -7.36 8.23
O 10.52 -8.94 5.88
C 9.50 -9.44 6.25
O 8.62 -8.77 7.03
C 7.51 -9.59 7.43
C 7.86 -11.04 7.00
C 9.03 -10.86 6.03
H 6.61 -9.16 6.99
H 7.42 -9.60 8.51
H 6.96 -11.52 6.61
H 8.06 -11.72 7.83
H 8.58 -10.91 5.04
H 9.91 -11.48 6.08
O 4.78 -14.22 12.86
C 5.27 -13.60 11.96
O 4.93 -12.32 11.74
C 5.64 -11.78 10.56
C 6.78 -12.75 10.37
C 6.31 -14.09 10.97
H 5.96 -10.79 10.86
H 4.87 -11.68 9.80
H 7.70 -12.37 10.81
H 7.07 -12.84 9.31
H 7.19 -14.48 11.47
H 5.90 -14.75 10.22
O -2.95 -10.17 10.25
C -1.95 -9.55 10.07
O -1.01 -9.97 9.18
C 0.03 -9.00 9.03
C -0.03 -8.11 10.28
C -1.53 -8.20 10.59
H -0.11 -8.47 8.09
H 0.99 -9.52 8.99
H 0.22 -7.09 9.99
H 0.58 -8.54 11.06
H -2.01 -7.36 10.07
H -1.79 -8.03 11.64
O 1.94 -13.18 0.27
C 2.34 -12.64 1.26
O 3.15 -13.24 2.14
C 3.47 -12.30 3.21
C 3.29 -10.91 2.60
C 2.12 -11.18 1.67
H 4.46 -12.64 3.52
H 2.83 -12.56 4.05
H 4.24 -10.65 2.13
H 3.15 -10.24 3.45
H 2.03 -10.59 0.77
H 1.21 -11.12 2.27
O -0.77 -14.07 7.42
C 0.34 -14.37 7.08
O 1.06 -15.34 7.69
C 2.19 -15.70 6.90
C 2.01 -15.06 5.52
C 1.08 -13.88 5.85
H 2.21 -16.79 6.85
H 3.12 -15.38 7.37
H 1.54 -15.73 4.80
H 2.92 -14.66 5.08
H 0.35 -13.64 5.09
H 1.65 -12.99 6.12
O 1.37 -10.71 11.80
C 1.37 -11.77 11.23
O 1.46 -12.94 11.91
C 1.54 -14.04 10.95
C 2.01 -13.38 9.66
C 1.29 -12.04 9.75
H 0.51 -14.41 10.95
H 2.16 -14.85 11.32
H 1.69 -14.04 8.85
H 3.08 -13.25 9.58
H 0.32 -12.03 9.26
H 1.89 -11.29 9.24
C 0.33 -8.71 3.79
C -0.73 -9.75 4.07
O -1.59 -10.03 3.28
C -0.42 -10.58 5.28
H 1.04 -8.61 4.61
H -0.13 -7.71 3.71
H 0.82 -8.89 2.84
H -1.19 -11.35 5.40
H -0.42 -9.98 6.20
H 0.54 -11.10 5.34
```

- ΔE to the lowest compared entry with this formula, charge and spin: 141.26 kJ/mol
- Net charge: -1
- Orbital gap: 9.97 eV
- Max |F|: 0.042 hartree/bohr
- LUMO energy: 0.078 hartree
- HOMO: -7.86 eV

Atom charges from the Löwdin analysis, given in e for atoms 1 to 4:
1 Cl 0.67
2 O -0.36
3 O -0.37
4 O -0.34

No. 7
Formula: C8H10
Source: OMol25
Level of theory: the ωB97M-V functional and the def2-TZVPD basis

Structure (XYZ):
```
18
Properties=species:S:1:pos:R:3
C -2.12 2.03 -0.17
C -0.67 1.90 -0.51
C -0.08 0.44 -0.17
C -0.71 -0.54 0.34
C -0.15 -1.82 0.66
C 1.18 -1.94 0.41
C 1.89 -0.98 -0.13
C 1.30 0.21 -0.42
H -2.25 1.83 0.71
H -2.95 1.30 -0.68
H -2.43 2.88 -0.26
H -0.43 2.06 -1.35
H 0.04 2.49 0.05
H -1.93 -0.54 0.61
H -0.72 -2.62 1.25
H 1.83 -3.21 0.65
H 2.93 -1.02 -0.41
H 2.10 1.00 -0.70
```

- ΔE to the lowest compared entry with this formula, charge and spin: 547.27 kJ/mol
- Orbital gap: 10.12 eV
- Max |F|: 0.245 hartree/bohr
- LUMO energy: 0.037 hartree
- HOMO: -9.11 eV

Atom charges from the Löwdin analysis, given in e for atoms 1 to 4:
1 C -0.06
2 C -0.10
3 C -0.22
4 C -0.11

No. 8
Formula: C3H2ClNO2
Source: OMol25
Level of theory: the ωB97M-V functional and the def2-TZVPD basis

Structure (XYZ):
```
9
Properties=species:S:1:pos:R:3
C -3.33 1.60 1.64
C -3.97 1.35 0.27
C 0.79 0.45 -0.08
N -2.65 1.74 0.47
O -3.21 1.54 2.82
O -4.78 0.88 -0.51
Cl -0.48 1.51 -0.27
H 0.64 -0.46 -0.68
H 1.21 0.58 0.94
```

- ΔE to the lowest compared entry with this formula, charge and spin: 503.81 kJ/mol
- Orbital gap (spin up / spin down): 9.04 / 5.90 eV
- Max |F|: 0.071 hartree/bohr
- LUMO energy (spin up / spin down): -0.024 / -0.099 hartree
- HOMO (spin up / spin down): -9.71 / -8.60 eV

Atom charges from the Löwdin analysis, given in e for atoms 1 to 4:
1 C -0.37
2 C -0.30
3 C -0.45
4 N 0.08

No. 9
Formula: C5H11NO2Si
Source: OMol25
Level of theory: the ωB97M-V functional and the def2-TZVPD basis

Structure (XYZ):
```
20
Properties=species:S:1:pos:R:3
C -0.80 1.75 -1.82
Si 0.15 0.31 -0.74
C -0.24 -1.42 -1.40
C 2.06 0.76 -0.58
C -0.38 0.37 1.02
C -0.53 -1.10 1.91
N -0.80 -0.94 3.24
O -0.90 0.13 3.83
O -0.79 -2.02 3.83
H -1.86 1.43 -1.74
H -0.61 2.78 -1.25
H -0.78 1.87 -2.92
H 0.65 -2.05 -1.50
H -0.80 -1.99 -0.68
H -0.82 -1.51 -2.47
H 2.59 0.07 0.08
H 2.67 0.58 -1.48
H 2.26 1.83 -0.26
H -0.57 1.16 1.66
H -0.50 -2.03 1.28
```

- ΔE to the lowest compared entry with this formula, charge and spin: 871.32 kJ/mol
- Orbital gap (spin up / spin down): 8.50 / 7.95 eV
- Max |F|: 0.200 hartree/bohr
- LUMO energy (spin up / spin down): -0.055 / -0.065 hartree
- HOMO (spin up / spin down): -9.99 / -9.72 eV

Atom charges from the Löwdin analysis, given in e for atoms 1 to 4:
1 C -0.20
2 Si 0.55
3 C -0.20
4 C -0.20

No. 10
Formula: C5H10NOS
Source: OMol25
Level of theory: the ωB97M-V functional and the def2-TZVPD basis

Structure (XYZ):
```
18
Properties=species:S:1:pos:R:3
C 0.27 0.90 0.62
C -0.98 0.17 1.29
C -1.90 0.06 0.14
C -1.80 -0.94 -0.85
C 2.23 0.75 -0.68
N 1.16 0.05 -0.01
O 0.30 2.11 0.32
S 1.38 -1.57 0.48
H -0.75 -0.76 1.79
H -1.51 0.89 2.09
H -1.16 -1.83 -0.66
H -2.59 0.92 -0.01
H -2.91 -1.21 -0.95
H -1.65 -0.63 -1.86
H 1.85 1.18 -1.65
H 2.47 1.66 -0.17
H 2.95 -0.04 -0.79
H 2.63 -1.70 0.89
```

- ΔE to the lowest compared entry with this formula, charge and spin: 307.14 kJ/mol
- Net charge: +1
- Orbital gap (spin up / spin down): 6.41 / 6.41 eV
- Max |F|: 0.081 hartree/bohr
- LUMO energy (spin up / spin down): -0.250 / -0.250 hartree
- HOMO (spin up / spin down): -13.23 / -13.23 eV

Atom charges from the Löwdin analysis, given in e for atoms 1 to 4:
1 C -0.44
2 C -0.07
3 C 0.06
4 C -0.03

No. 11
Formula: C10H20O20S5
Source: OMol25
Level of theory: the ωB97M-V functional and the def2-TZVPD basis

Structure (XYZ):
```
55
Properties=species:S:1:pos:R:3
C 1.71 -1.95 4.04
C 2.02 -2.69 2.75
O 3.23 -3.45 3.04
S 4.15 -2.55 3.95
O 4.77 -1.57 3.15
O 4.91 -3.37 4.81
O 2.96 -1.89 4.76
H 1.04 -2.47 4.74
H 1.40 -0.92 3.89
H 2.39 -2.00 1.98
H 1.32 -3.39 2.32
C 0.03 3.99 -0.07
C 1.53 4.17 -0.18
O 2.09 3.68 1.04
S 0.93 3.34 2.09
O 1.22 3.95 3.32
O 0.64 1.95 2.05
O -0.20 4.16 1.35
H -0.37 3.03 -0.39
H -0.58 4.70 -0.62
H 1.79 5.21 -0.39
H 1.96 3.66 -1.04
C 1.46 -4.52 -4.43
C 0.94 -3.19 -5.05
O 1.30 -2.17 -4.14
S 2.62 -2.58 -3.34
O 2.56 -2.00 -2.06
O 3.76 -2.41 -4.17
O 2.24 -4.12 -3.30
H 2.08 -5.04 -5.15
H 0.67 -5.15 -4.04
H -0.14 -3.17 -5.21
H 1.45 -3.00 -5.99
C -0.92 -1.77 -1.12
C -0.13 -0.85 -0.20
O -0.90 0.35 -0.17
S -1.78 0.53 -1.48
O -1.22 1.48 -2.35
O -3.14 0.62 -1.13
O -1.45 -0.90 -2.10
H -1.69 -2.36 -0.61
H -0.27 -2.50 -1.59
H 0.83 -0.66 -0.68
H -0.05 -1.33 0.77
C -3.23 2.59 1.42
C -4.59 1.95 1.83
O -5.47 2.11 0.73
S -4.96 3.29 -0.21
O -5.35 4.54 0.33
O -5.24 2.94 -1.53
O -3.41 3.05 0.08
H -2.42 1.87 1.36
H -3.00 3.38 2.13
H -4.97 2.51 2.69
H -4.51 0.91 2.12
```

- ΔE to the lowest compared entry with this formula, charge and spin: 44.58 kJ/mol
- Orbital gap: 10.97 eV
- Max |F|: 0.034 hartree/bohr
- LUMO energy: -0.004 hartree
- HOMO: -11.09 eV

Atom charges from the Löwdin analysis, given in e for atoms 1 to 4:
1 C -0.13
2 C -0.14
3 O -0.20
4 S 0.56

No. 12
Formula: C8H11NS
Source: OMol25
Level of theory: the ωB97M-V functional and the def2-TZVPD basis

Structure (XYZ):
```
21
Properties=species:S:1:pos:R:3
C 4.16 0.85 -0.11
C 1.79 0.63 0.28
C 0.61 0.34 0.32
C -1.81 0.56 0.57
C -0.71 -0.34 0.30
C -2.29 1.49 -0.40
C -0.70 -0.92 -1.14
C -0.55 -1.59 1.31
N 2.95 1.18 0.19
S 4.58 -0.83 -0.14
H 4.69 1.59 -0.55
H -2.32 0.45 1.53
H -2.56 0.89 -1.25
H -1.32 2.08 -0.72
H -3.03 2.18 -0.15
H -0.16 -1.88 -1.22
H -0.14 -0.24 -1.83
H -1.73 -0.84 -1.55
H 0.52 -1.89 1.41
H -1.08 -2.38 0.83
H -0.91 -1.32 2.34
```

- ΔE to the lowest compared entry with this formula, charge and spin: 558.06 kJ/mol
- Orbital gap (spin up / spin down): 9.08 / 5.30 eV
- Max |F|: 0.102 hartree/bohr
- LUMO energy (spin up / spin down): 0.007 / -0.092 hartree
- HOMO (spin up / spin down): -8.87 / -7.80 eV

Atom charges from the Löwdin analysis, given in e for atoms 1 to 4:
1 C -0.62
2 C -0.11
3 C 0.06
4 C -0.13